(1)
# C21H45Cl24FNO2P

A 13-piece molecular cluster, C21H45Cl24FNO2P overall (ωB97M-V with the def2-TZVPD basis set, the OMol25 dataset).

Values from the calculation:
Strongest force on any atom in eV Å⁻¹: 0.66
Molecular weight in g/mol: 1244.44
E in eV: -340635.517
Kohn-Sham gap in eV: 8.514
E_LUMO in Ha: 0.0096
HOMO level in eV: -8.25

```
! RIJCOSX wB97M-V def2-TZVPD def2/J DEFGRID3
* xyz 0 1
C 4.915 -2.922 2.444
C 4.743 -2.210 1.104
O 5.837 -1.384 0.740
C 5.957 -0.194 1.489
C 5.270 0.990 0.808
O 4.013 0.617 0.279
C 2.952 1.535 0.473
P 1.531 0.975 1.502
C 0.919 -0.580 0.714
C -0.548 -0.836 1.065
N -0.774 -0.769 2.508
C 2.386 0.326 3.007
C 2.405 1.317 4.157
F 1.173 1.921 4.349
H 5.297 -2.272 3.232
H 3.951 -3.334 2.753
H 5.596 -3.769 2.335
H 3.798 -1.661 1.064
H 4.675 -2.973 0.324
H 5.616 -0.315 2.523
H 7.026 0.037 1.534
H 5.918 1.336 -0.006
H 5.178 1.803 1.537
H 3.249 2.479 0.936
H 2.529 1.780 -0.507
H 1.509 -1.420 1.099
H 1.051 -0.555 -0.369
H -1.201 -0.164 0.486
H -0.794 -1.855 0.748
H -0.631 0.173 2.858
H -1.724 -1.047 2.722
H 3.429 0.109 2.748
H 1.922 -0.620 3.291
H 2.679 0.813 5.087
H 3.150 2.099 3.982
C -4.875 -2.622 3.428
Cl -4.201 -2.869 5.041
Cl -4.283 -1.131 2.679
H -4.585 -3.455 2.800
H -5.954 -2.554 3.508
C 0.560 2.540 -3.176
Cl 0.015 1.708 -1.717
Cl 1.667 1.538 -4.124
H -0.306 2.770 -3.785
H 1.079 3.446 -2.886
C -8.059 -0.555 1.590
Cl -8.566 -1.321 3.103
Cl -7.029 -1.620 0.632
H -8.942 -0.315 1.011
H -7.494 0.338 1.830
C -11.369 -3.359 4.385
Cl -11.914 -4.106 5.890
Cl -10.294 -4.417 3.463
H -12.237 -3.142 3.774
H -10.830 -2.451 4.626
C 6.144 5.117 1.402
Cl 5.556 4.430 2.925
Cl 7.412 4.124 0.669
H 5.316 5.186 0.709
H 6.555 6.098 1.611
C -4.797 0.341 -1.936
Cl -5.201 1.399 -0.578
Cl -3.064 0.337 -2.269
H -5.107 -0.667 -1.685
H -5.320 0.698 -2.815
C 0.578 4.618 1.936
Cl 2.243 4.675 1.329
Cl -0.066 6.236 2.250
H -0.036 4.135 1.186
H 0.574 4.048 2.858
C 3.386 7.435 -1.653
Cl 4.409 7.255 -0.216
Cl 1.763 6.813 -1.362
H 3.326 8.488 -1.896
H 3.830 6.871 -2.464
C 6.486 -3.378 -1.961
Cl 8.033 -3.778 -2.721
Cl 5.533 -2.250 -2.928
H 5.919 -4.294 -1.843
H 6.682 -2.909 -1.002
C -11.995 -7.042 1.038
Cl -11.184 -7.931 -0.256
Cl -12.996 -5.723 0.419
H -12.634 -7.730 1.578
H -11.242 -6.618 1.691
C 0.272 -0.487 -6.939
Cl -0.332 0.230 -8.440
Cl -1.040 -1.067 -5.907
H 0.912 -1.323 -7.192
H 0.825 0.269 -6.397
C 2.676 -0.383 -10.911
Cl 3.390 -0.666 -9.319
Cl 3.268 1.107 -11.653
H 2.936 -1.214 -11.554
H 1.602 -0.304 -10.790
*
```

Atomic partial charges in e from the Mulliken method, atoms 1 to 4: atom 1 (C): -1.37, atom 2 (C): 0.67, atom 3 (O): -0.35, atom 4 (C): -0.85



(2)
# C21H45ClFN2O4

A 3-piece molecular cluster, C21H45ClFN2O4 overall at a distorted geometry (ωB97M-V with the def2-TZVPD basis set, the OMol25 dataset).

Values from the calculation:
Strongest force on any atom in eV Å⁻¹: 2.01
Molecular weight in g/mol: 444.05
E in eV: -48910.048
Kohn-Sham gap in eV: 8.441
E_LUMO in Ha: -0.1139
HOMO level in eV: -11.54

```
! RIJCOSX wB97M-V def2-TZVPD def2/J DEFGRID3
* xyz 1 1
C 5.896 -3.064 0.528
C 5.359 -1.832 1.245
C 4.290 -1.104 0.447
Cl 3.959 0.504 1.131
C 3.023 -1.924 0.208
C 1.918 -1.783 1.266
O 0.723 -1.279 0.700
C 0.197 -2.070 -0.360
C -0.483 -3.338 0.123
C -1.838 -3.074 0.778
N -2.712 -2.386 -0.193
C -3.824 -3.293 -0.570
C -4.598 -2.778 -1.780
C -3.217 -1.146 0.343
C -3.293 0.007 -0.623
O -3.571 -1.018 1.463
C 1.277 -2.468 -1.385
C 0.782 -2.504 -2.846
C 1.392 -1.453 -3.768
F -0.571 -2.414 -2.927
N 2.481 -1.601 -1.155
H 5.148 -3.856 0.540
H 6.739 -3.451 1.085
H 6.127 -2.880 -0.515
H 6.176 -1.122 1.319
H 5.046 -2.028 2.266
H 4.742 -0.928 -0.527
H 3.320 -2.963 0.190
H 1.714 -2.763 1.693
H 2.199 -1.140 2.089
H -0.564 -1.459 -0.824
H 0.181 -3.957 0.723
H -0.677 -3.916 -0.783
H -2.262 -4.043 1.007
H -1.685 -2.515 1.695
H -3.386 -4.241 -0.862
H -4.469 -3.454 0.295
H -5.007 -3.608 -2.341
H -5.359 -2.059 -1.515
H -3.887 -2.284 -2.434
H -3.651 -0.315 -1.593
H -4.009 0.732 -0.260
H -2.339 0.509 -0.767
H 1.600 -3.471 -1.136
H 1.061 -3.469 -3.259
H 0.936 -0.491 -3.541
H 2.475 -1.421 -3.737
H 1.072 -1.707 -4.767
H 3.200 -1.903 -1.812
H 2.248 -0.608 -1.248
C -2.466 4.463 -0.126
C -3.761 4.253 0.643
C -3.740 4.988 1.974
O -3.977 2.857 0.862
H -1.617 4.074 0.441
H -2.493 3.927 -1.076
H -2.292 5.521 -0.329
H -4.602 4.604 0.044
H -2.929 4.615 2.606
H -4.672 4.825 2.515
H -3.603 6.061 1.832
H -3.245 2.523 1.395
C 1.302 5.145 2.341
C 1.203 4.709 0.887
C 0.811 3.244 0.772
O 2.449 4.929 0.228
H 2.070 4.568 2.864
H 1.588 6.195 2.405
H 0.353 5.010 2.862
H 0.466 5.325 0.370
H 1.562 2.603 1.244
H 0.749 2.948 -0.277
H -0.151 3.051 1.246
H 3.117 4.395 0.673
*
```

Atomic partial charges in e from the Mulliken method, atoms 1 to 4: atom 1 (C): -1.16, atom 2 (C): -0.83, atom 3 (C): 0.13, atom 4 (Cl): -0.14



(3)
# C21H45FN5O13SZr

C21H45FN5O13SZr as an isolated structure at a distorted geometry (ωB97M-V with the def2-TZVPD basis set, the OMol25 dataset).

Values from the calculation:
Strongest force on any atom in eV Å⁻¹: 10.91
Molecular weight in g/mol: 717.90
E in eV: -71383.843
Kohn-Sham gap in eV: 4.535
E_LUMO in Ha: -0.3919
HOMO level in eV: -15.20

```
! RIJCOSX wB97M-V def2-TZVPD def2/J DEFGRID3
* xyz 3 1
Zr -7.666 33.711 -11.478
C -7.130 32.657 -8.128
O -7.239 33.263 -9.386
H -7.845 31.834 -8.139
H -6.127 32.230 -8.118
H -7.218 33.243 -7.212
C -5.796 37.704 -11.804
C -5.514 36.451 -10.986
O -6.229 35.472 -11.145
N -4.427 36.481 -10.209
C -4.078 35.554 -9.115
H -5.595 38.674 -11.350
H -6.845 37.667 -12.099
H -5.209 37.647 -12.720
H -4.034 37.409 -10.149
H -3.069 35.143 -9.087
H -4.770 34.725 -8.962
H -4.186 36.298 -8.326
C -10.699 34.359 -8.827
C -9.832 35.469 -9.466
O -8.987 35.289 -10.382
N -10.034 36.681 -8.948
C -9.389 37.912 -9.398
H -10.190 33.700 -8.123
H -11.214 33.860 -9.649
H -11.477 34.791 -8.199
H -10.596 36.762 -8.113
H -10.158 38.409 -9.990
H -8.513 37.600 -9.966
H -9.188 38.478 -8.488
C -9.370 31.779 -5.086
C -8.699 30.613 -4.319
O -8.583 29.577 -4.901
N -8.280 30.732 -3.060
C -8.431 31.890 -2.237
H -8.781 32.696 -5.118
H -10.307 31.963 -4.562
H -9.538 31.396 -6.093
H -7.832 29.991 -2.539
H -7.818 31.694 -1.357
H -9.461 31.770 -1.899
H -8.379 32.856 -2.739
C -8.061 29.362 -12.702
C -7.615 30.207 -11.499
O -7.438 31.407 -11.549
N -7.410 29.637 -10.376
C -8.007 28.330 -9.953
H -7.399 28.510 -12.861
H -8.078 29.991 -13.592
H -9.018 28.951 -12.382
H -7.070 30.185 -9.598
H -9.043 28.381 -9.619
H -7.392 27.949 -9.137
H -7.886 27.492 -10.639
C -3.843 31.801 -10.389
C -4.348 32.879 -11.342
O -5.552 33.051 -11.557
N -3.470 33.604 -12.061
C -2.008 33.561 -11.870
H -2.808 31.785 -10.046
H -3.971 30.869 -10.938
H -4.388 31.790 -9.444
H -3.761 34.371 -12.650
H -1.532 32.628 -12.174
H -1.824 33.915 -10.856
H -1.550 34.272 -12.558
C -8.145 37.345 -4.135
C -7.877 35.831 -4.066
O -7.451 35.511 -5.381
C -7.640 36.588 -6.196
O -7.432 36.666 -7.374
O -8.222 37.530 -5.511
F -8.980 35.132 -3.794
H -7.385 37.930 -3.616
H -9.130 37.467 -3.685
H -7.155 35.456 -3.340
C -5.284 28.312 -5.800
C -5.294 29.774 -6.065
O -5.063 29.786 -7.461
S -4.141 28.660 -8.093
O -2.781 29.191 -8.272
O -4.919 28.054 -9.175
O -4.254 27.776 -6.729
H -6.171 27.743 -6.079
H -4.938 28.118 -4.784
H -4.391 30.300 -5.754
H -6.237 30.222 -5.752
*
```

Atomic partial charges in e from the Mulliken method, atoms 1 to 4: atom 1 (Zr): 1.96, atom 2 (C): -0.65, atom 3 (O): 0.05, atom 4 (H): 0.43



(4)
# C21H45IN3NbO4PS

C21H45IN3NbO4PS as an isolated structure at a distorted geometry (ωB97M-V with the def2-TZVPD basis set, the OMol25 dataset).

Values from the calculation:
Strongest force on any atom in eV Å⁻¹: 5.31
Molecular weight in g/mol: 686.46
E in eV: -64928.028
Kohn-Sham gap in eV: 6.159
E_LUMO in Ha: 0.0540
HOMO level in eV: -4.69

```
! RIJCOSX wB97M-V def2-TZVPD def2/J DEFGRID3
* xyz -1 1
C 1.782 3.929 5.419
C 0.558 4.367 4.386
N -0.535 4.986 5.007
C 0.573 4.129 2.754
Nb 0.469 1.919 2.138
S 2.954 1.823 2.723
C 0.373 -0.329 1.672
C 0.024 -0.712 0.131
C -1.536 -0.468 -0.338
I -3.028 -1.578 0.812
C 0.796 2.540 0.013
C 2.143 2.155 -0.773
C 3.206 0.938 -0.567
C 4.551 0.705 -1.533
C 4.831 1.719 -2.829
C 3.763 2.933 -3.088
C 2.482 3.143 -2.086
P -2.106 2.191 1.956
O -2.735 1.024 3.136
O -2.605 3.741 2.616
H 1.946 4.804 6.188
H 2.778 3.819 4.813
H 1.528 2.956 6.043
H -1.246 5.256 4.286
H -0.246 4.811 2.274
H 1.633 4.515 2.365
H 0.175 1.475 3.875
H 3.622 2.924 2.165
H 1.349 -0.874 2.090
H -0.512 -0.748 2.352
H 0.198 -1.890 0.029
H 0.694 -0.226 -0.694
H -1.766 0.690 -0.472
H -1.597 -0.904 -1.449
H -0.125 2.132 -0.632
H 0.678 3.728 -0.041
H 2.998 0.192 0.342
H 5.312 -0.176 -1.364
H 5.750 1.591 -3.559
H 3.887 3.653 -4.003
H 1.746 4.044 -2.360
H -2.461 1.323 4.054
H -2.659 3.561 3.606
C -6.432 -5.769 2.872
C -5.227 -4.854 2.667
C -4.291 -4.779 3.894
O -4.788 -3.970 4.966
C -5.733 -4.621 5.801
N -5.705 -3.520 2.270
H -7.209 -5.315 3.491
H -6.896 -6.008 1.909
H -6.132 -6.714 3.338
H -4.645 -5.271 1.837
H -3.356 -4.302 3.576
H -4.020 -5.778 4.257
H -5.517 -5.687 5.920
H -6.740 -4.475 5.408
H -5.695 -4.148 6.786
H -4.896 -2.941 2.038
H -6.089 -3.073 3.108
C 3.097 -0.379 -5.169
C 2.747 0.639 -6.251
C 2.274 -0.002 -7.575
O 3.326 -0.561 -8.368
C 3.745 -1.853 -7.959
N 3.903 1.526 -6.463
H 4.066 -0.856 -5.334
H 3.150 0.111 -4.189
H 2.335 -1.163 -5.106
H 1.917 1.245 -5.867
H 1.828 0.787 -8.192
H 1.483 -0.743 -7.404
H 2.916 -2.455 -7.574
H 4.538 -1.771 -7.215
H 4.166 -2.363 -8.831
H 3.631 2.264 -7.114
H 4.603 0.990 -6.985
*
```

Atomic partial charges in e from the Mulliken method, atoms 1 to 4: atom 1 (C): -0.78, atom 2 (C): 0.54, atom 3 (N): -0.86, atom 4 (C): -0.64



(5)
# C21H45InO2P3

C21H45InO2P3 as an isolated structure at a distorted geometry (ωB97M-V with the def2-TZVPD basis set, the OMol25 dataset).

Values from the calculation:
Strongest force on any atom in eV Å⁻¹: 7.45
Energy relative to the best compared isomer or geometry (same formula, charge and spin) in kJ/mol: 304.0
Molecular weight in g/mol: 537.33
E in eV: -59612.067
Kohn-Sham gap in eV: 2.334
E_LUMO in Ha: -0.4285
HOMO level in eV: -14.00

```
! RIJCOSX wB97M-V def2-TZVPD def2/J DEFGRID3
* xyz 3 1
In 0.262 1.186 0.210
P -0.918 2.955 1.054
P -0.213 -0.564 1.633
P -1.424 0.501 -1.220
H 2.599 0.544 -1.300
C 1.554 0.786 -1.502
C 1.151 2.185 -1.491
H 1.898 2.942 -1.270
C -0.099 4.272 2.074
C -2.429 2.759 2.119
C -1.620 4.086 -0.239
C 0.501 -2.249 1.288
C 0.238 -0.468 3.435
C -1.966 -1.108 1.935
C -1.495 1.233 -2.919
C -3.223 0.680 -0.813
C -1.402 -1.280 -1.724
H 1.161 0.135 -2.286
H 0.461 2.536 -2.254
H 0.811 4.611 1.571
H 0.171 3.870 3.053
H -0.768 5.129 2.217
H -2.140 2.267 3.053
H -3.161 2.124 1.614
H -2.896 3.724 2.354
H -0.796 4.453 -0.857
H -2.153 4.936 0.203
H -2.305 3.537 -0.889
H 0.201 -2.989 2.041
H 1.591 -2.183 1.262
H 0.170 -2.585 0.302
H -0.089 -1.369 3.967
H -0.250 0.405 3.880
H 1.317 -0.361 3.567
H -1.997 -1.919 2.672
H -2.432 -1.464 1.014
H -2.549 -0.262 2.311
H -2.309 0.766 -3.483
H -0.553 1.064 -3.446
H -1.671 2.310 -2.860
H -3.841 0.200 -1.581
H -3.483 1.741 -0.769
H -3.449 0.234 0.157
H -2.143 -1.482 -2.506
H -1.613 -1.923 -0.866
H -0.403 -1.524 -2.094
C -0.434 -6.040 -2.196
C 0.391 -7.100 -2.583
C 1.111 -7.017 -3.775
C 1.013 -5.884 -4.582
C 0.185 -4.831 -4.186
C -0.539 -4.901 -2.998
O -1.168 -6.063 -1.033
H -1.002 -6.905 -0.578
H 0.469 -7.986 -1.954
H 1.750 -7.844 -4.069
H 1.574 -5.822 -5.509
H 0.100 -3.943 -4.806
H -1.185 -4.089 -2.680
C 3.032 3.076 3.107
C 3.998 2.912 1.983
C 3.012 2.634 0.864
O 1.996 1.785 1.397
C 2.124 1.893 2.808
H 3.484 3.065 4.121
H 2.492 4.036 2.975
H 4.618 2.003 2.162
H 4.669 3.780 1.806
H 2.567 3.614 0.592
H 3.569 2.173 0.023
H 2.709 1.016 3.150
H 1.169 1.998 3.343
*
```

Atomic partial charges in e from the Mulliken method, atoms 1 to 4: atom 1 (In): 3.31, atom 2 (P): 0.46, atom 3 (P): 0.31, atom 4 (P): -0.25



(6)
# C21H45N2O6PS2

A 3-piece molecular cluster, C21H45N2O6PS2 overall at a distorted geometry (ωB97M-V with the def2-TZVPD basis set, the OMol25 dataset).

Values from the calculation:
Strongest force on any atom in eV Å⁻¹: 1.64
Molecular weight in g/mol: 516.71
E in eV: -68728.930
Kohn-Sham gap in eV: 8.070
SMILES: CCN[PH2](CCCSC(=S)N(CC)CC)COC(C)=O.CCOC(C)=O.CCOC(C)=O
E_LUMO in Ha: 0.0024
HOMO level in eV: -8.01

```
! RIJCOSX wB97M-V def2-TZVPD def2/J DEFGRID3
* xyz 0 1
C -2.771 -3.919 0.064
C -1.549 -4.091 0.979
N -0.269 -3.993 0.262
P -0.017 -2.411 -0.568
C 1.795 -2.406 -0.251
C 2.093 -1.296 0.768
C 3.457 -1.487 1.431
S 3.660 -0.418 2.897
C 2.501 0.933 2.534
S 2.947 2.075 1.472
N 1.319 0.842 3.249
C 0.172 1.558 2.698
C -0.942 0.617 2.234
C 1.529 1.057 4.700
C 2.043 2.447 5.057
C 0.084 -0.691 -1.468
O -0.634 -0.702 -2.717
C -1.971 -0.480 -2.620
C -2.793 -1.364 -3.533
O -2.467 0.363 -1.884
H -2.484 -3.857 -0.981
H -3.472 -4.737 0.187
H -3.294 -2.994 0.301
H -1.582 -5.083 1.424
H -1.600 -3.376 1.808
H 0.448 -4.132 0.963
H -0.587 -2.937 -1.750
H -0.850 -1.784 0.407
H 2.323 -2.180 -1.175
H 2.161 -3.362 0.111
H 1.354 -1.323 1.569
H 2.098 -0.326 0.284
H 3.536 -2.499 1.818
H 4.249 -1.296 0.713
H 0.405 2.222 1.875
H -0.273 2.175 3.478
H -0.798 0.291 1.207
H -1.094 -0.211 2.918
H -1.857 1.212 2.242
H 2.240 0.319 5.061
H 0.574 0.873 5.183
H 3.097 2.565 4.829
H 1.864 2.623 6.114
H 1.514 3.219 4.501
H 1.112 -0.427 -1.694
H -0.303 0.075 -0.797
H -2.255 -2.286 -3.717
H -3.736 -1.545 -3.033
H -2.968 -0.844 -4.470
C -2.725 4.391 1.295
C -3.953 3.539 1.050
O -4.578 3.137 2.272
C -5.440 3.917 2.951
C -5.636 5.356 2.529
O -5.999 3.461 3.907
H -2.973 5.322 1.804
H -2.235 4.633 0.351
H -2.022 3.847 1.927
H -4.674 4.026 0.391
H -3.664 2.609 0.563
H -5.024 5.990 3.169
H -6.682 5.611 2.680
H -5.392 5.560 1.490
C 5.041 -2.248 -5.831
C 3.755 -2.571 -5.100
O 3.639 -1.848 -3.872
C 3.183 -0.585 -3.801
C 2.952 0.206 -5.066
O 3.011 -0.101 -2.717
H 5.090 -1.198 -6.119
H 5.128 -2.854 -6.733
H 5.898 -2.450 -5.189
H 2.872 -2.413 -5.721
H 3.750 -3.619 -4.807
H 3.816 0.848 -5.234
H 2.074 0.829 -4.915
H 2.781 -0.401 -5.951
*
```

Atomic partial charges in e from the Mulliken method, atoms 1 to 4: atom 1 (C): -1.02, atom 2 (C): -0.44, atom 3 (N): -0.74, atom 4 (P): 0.84



Q: The lowest HOMO level belongs to which entry?
A: C21H45FN5O13SZr